This record from OMol25 describes a molecular structure, C31H38F2Ge2N3Pt at a distorted geometry. The level of theory is wB97M-V/def2-TZVPD.

* gap between HOMO and LUMO (alpha / beta): 5.917 / 5.530 eV
* highest occupied orbital energy (alpha / beta): -10.4 / -10.4 eV
* total energy: -5840.97023 hartree
* energy above the lowest of the compared OMol25 structures with the same formula, charge and spin: 166.88 kJ/mol
* total charge: +1

Each line ends with the Löwdin charge.
Positions of all 77 atoms, in Å:
Pt (0.634, 0.621, -0.050)  0.9502
F (2.911, 1.728, 4.665)  0.0984
C (3.095, 1.589, 3.345)  -0.2514
C (2.020, 1.234, 2.543)  -0.0380
C (2.225, 1.087, 1.186)  -0.2309
C (3.474, 1.310, 0.589)  -0.1072
C (4.525, 1.670, 1.444)  -0.1913
F (5.758, 1.908, 0.962)  0.0887
C (4.353, 1.803, 2.810)  0.0890
C (3.553, 1.160, -0.869)  -0.1922
C (4.704, 1.344, -1.645)  0.0309
C (4.633, 1.183, -3.018)  -0.0206
C (3.423, 0.837, -3.608)  -0.0246
C (2.327, 0.669, -2.780)  -0.1336
N (2.402, 0.835, -1.473)  -0.0096
H (1.053, 1.068, 3.002)  0.1247
H (5.185, 2.064, 3.444)  0.1415
H (5.644, 1.608, -1.188)  0.1147
H (5.516, 1.325, -3.626)  0.1215
H (3.333, 0.701, -4.674)  0.1162
H (1.354, 0.395, -3.170)  0.1207
C (2.359, -3.493, 2.285)  -0.1608
C (2.194, -2.054, 1.825)  -0.3580
Ge (1.075, -1.753, 0.169)  0.7993
C (2.011, -2.561, -1.442)  -0.3639
C (1.990, -4.084, -1.449)  -0.1678
C (-0.624, -2.713, 0.351)  -0.2558
C (-1.812, -2.115, 0.210)  -0.3486
Ge (-1.693, -0.150, -0.308)  0.8728
C (-2.498, 1.186, 1.037)  -0.3856
C (-3.965, 1.117, 1.433)  -0.1732
C (-2.258, 0.407, -2.194)  -0.3579
C (-3.706, 0.157, -2.576)  -0.1671
C (-3.096, -2.773, 0.411)  -0.2486
C (-4.274, -2.068, 0.171)  -0.0740
C (-5.514, -2.646, 0.353)  -0.0662
C (-5.602, -3.964, 0.774)  -0.0756
C (-4.443, -4.683, 1.028)  -0.0709
C (-3.206, -4.095, 0.860)  -0.0271
H (2.901, -3.509, 3.228)  0.0728
H (2.926, -4.078, 1.567)  0.0543
H (1.396, -3.973, 2.438)  0.0650
H (3.173, -1.612, 1.635)  0.0556
H (1.728, -1.474, 2.621)  0.0451
H (3.042, -2.208, -1.461)  0.0509
H (1.524, -2.195, -2.346)  0.0431
H (2.528, -4.491, -0.598)  0.0523
H (2.469, -4.461, -2.352)  0.0722
H (0.973, -4.465, -1.421)  0.0630
H (-0.570, -3.767, 0.587)  0.0487
H (-2.300, 2.165, 0.595)  0.0229
H (-1.890, 1.090, 1.940)  0.0403
H (-4.621, 1.291, 0.581)  0.0620
H (-4.161, 1.902, 2.165)  0.0705
H (-4.211, 0.159, 1.886)  0.0635
H (-1.597, -0.098, -2.899)  0.0455
H (-2.039, 1.477, -2.251)  0.0444
H (-3.954, -0.900, -2.512)  0.0667
H (-3.869, 0.485, -3.603)  0.0765
H (-4.385, 0.714, -1.933)  0.0637
H (-4.196, -1.043, -0.166)  0.0563
H (-6.409, -2.069, 0.169)  0.1088
H (-6.565, -4.430, 0.910)  0.1050
H (-4.501, -5.709, 1.363)  0.1080
H (-2.318, -4.667, 1.079)  0.1025
C (-1.106, 5.887, 0.682)  0.0042
N (-0.406, 4.816, 0.022)  -0.1129
C (0.039, 4.790, -1.266)  -0.0339
C (0.518, 3.531, -1.485)  -0.1150
N (0.363, 2.794, -0.353)  -0.0797
C (-0.181, 3.598, 0.537)  -0.1615
H (-1.069, 6.782, 0.062)  0.1006
H (-0.661, 6.100, 1.656)  0.1036
H (-2.152, 5.603, 0.832)  0.1037
H (-0.017, 5.644, -1.910)  0.1274
H (0.952, 3.128, -2.376)  0.0979
H (-0.412, 3.338, 1.550)  0.1379